Computed, not measured: C29H36Cl2IN2O2PS2Zn as an isolated structure, with ωB97M-V/def2-TZVPD.

ΔE to the lowest compared entry with this formula, charge and spin: 0.00 kcal per mole

Cartesian coordinates (Å):
1 Zn -0.18631 0.08136 0.97114
2 C 2.46247 2.71266 0.64744
3 C 2.24327 2.10485 1.99258
4 N 1.35795 1.19321 2.26839
5 C 1.37332 0.83989 3.60566
6 C 2.30540 1.48236 4.34770
7 S 3.17659 2.57209 3.36153
8 C 0.34412 -0.09549 4.07012
9 C 0.00492 -0.39035 5.34990
10 S -1.35217 -1.42726 5.35765
11 C -1.40001 -1.40019 3.63930
12 N -0.45489 -0.68146 3.11655
13 C -2.45401 -2.09377 2.84375
14 H 1.76985 2.27066 -0.06259
15 H 3.48841 2.55346 0.31260
16 H 2.27253 3.78659 0.68322
17 H 2.51572 1.37757 5.40037
18 H 0.46146 -0.04889 6.26512
19 H -3.08507 -2.72006 3.47162
20 H -1.99513 -2.70763 2.06732
21 H -3.07013 -1.33991 2.35061
22 I -2.27137 -0.82261 -0.96073
23 C -0.96820 -2.44362 -1.25787
24 C -1.43185 -3.41948 -2.09233
25 C -0.62141 -4.53455 -2.39569
26 C 0.61927 -4.63142 -1.84416
27 C 1.10520 -3.63501 -0.95962
28 C 2.39265 -3.77740 -0.38540
29 C 2.86747 -2.83904 0.47836
30 C 2.07191 -1.71599 0.80043
31 C 0.81915 -1.50122 0.27433
32 C 0.31453 -2.49154 -0.63154
33 H -2.41647 -3.33605 -2.53257
34 H -0.99566 -5.29967 -3.06449
35 H 1.25708 -5.48017 -2.06653
36 H 2.98189 -4.65075 -0.64275
37 H 3.84904 -2.95107 0.92456
38 H 2.49168 -0.98865 1.49105
39 C 0.61095 -0.11496 -6.32612
40 C 0.25178 -0.76422 -4.98606
41 C -1.25903 -1.02482 -4.94462
42 P 0.78563 0.09804 -3.40902
43 C 0.67727 1.91097 -3.89559
44 C 1.85671 2.79819 -3.50524
45 C -0.60721 2.46233 -3.26203
46 C 2.57250 -0.43984 -3.32255
47 C 3.46146 -0.33838 -4.56267
48 C 3.27329 0.15013 -2.09511
49 H 0.55710 -0.86036 -7.12561
50 H 1.60733 0.32280 -6.34366
51 H -0.10609 0.67004 -6.57769
52 H 0.75880 -1.73336 -4.91916
53 H -1.81237 -0.08119 -4.97079
54 H -1.54715 -1.55627 -4.03874
55 H -1.57498 -1.61839 -5.80891
56 H 0.56154 1.95382 -4.97867
57 H 2.01641 2.79040 -2.42553
58 H 1.64101 3.83273 -3.79008
59 H 2.78645 2.50735 -3.99282
60 H -1.48160 1.86760 -3.54003
61 H -0.78243 3.49445 -3.58407
62 H -0.54070 2.44839 -2.17097
63 H 2.42046 -1.50603 -3.11125
64 H 3.52138 0.68266 -4.94231
65 H 3.10860 -0.97965 -5.37054
66 H 4.47987 -0.65444 -4.31471
67 H 3.59844 1.17468 -2.27909
68 H 4.16132 -0.43932 -1.84950
69 H 2.61744 0.14059 -1.22377
70 Cl -0.88035 3.88768 3.27452
71 C -1.76218 3.63549 1.73670
72 Cl -1.37270 4.91185 0.58194
73 C -1.40823 2.22930 1.23586
74 O -1.95081 1.27791 1.83779
75 O -0.56081 2.09016 0.32011
76 H -2.81697 3.69619 1.96818


Computed, not measured: C29H36IOOsP2Si as an isolated structure, with ωB97M-V/def2-TZVPD.

ΔE to the lowest compared entry with this formula, charge and spin: 0.00 kcal per mole
charge: +3

Cartesian coordinates (Å):
1 Os 0.24591 -0.61908 0.49376
2 I -1.49328 -2.40579 -0.09752
3 C -1.99567 -2.08805 -2.11829
4 C -2.19952 -3.25174 -2.80850
5 C -2.82490 -3.21856 -4.06947
6 C -3.29599 -2.03118 -4.54317
7 C -3.09856 -0.82079 -3.82986
8 C -3.67860 0.37620 -4.31911
9 C -3.55066 1.55757 -3.64787
10 C -2.73047 1.60136 -2.51080
11 C -2.11538 0.46892 -2.01075
12 P -0.83250 0.87765 -0.83534
13 C 0.40455 1.94220 -1.56489
14 C 0.39342 2.28431 -2.91480
15 C 1.44491 3.02233 -3.44310
16 C 2.50526 3.40673 -2.63623
17 C 2.53002 3.05021 -1.29054
18 C 1.48645 2.31707 -0.75598
19 C -1.56375 1.63893 0.63251
20 C -1.21293 2.93019 1.05406
21 C -1.87189 3.50422 2.12627
22 C -2.86140 2.79529 2.80542
23 C -3.20434 1.51136 2.40569
24 C -2.56978 0.93333 1.31360
25 C -2.36547 -0.80694 -2.61212
26 H -1.91769 -4.20816 -2.38605
27 H -2.96985 -4.13825 -4.61808
28 H -3.84410 -1.99323 -5.47579
29 H -4.25112 0.32841 -5.23704
30 H -4.02975 2.45773 -4.00572
31 H -2.54813 2.56371 -2.04212
32 H -0.42177 1.98151 -3.55832
33 H 1.43156 3.29773 -4.48879
34 H 3.31682 3.98797 -3.05297
35 H 3.35534 3.35889 -0.66310
36 H 1.50323 2.06369 0.30240
37 H -0.46933 3.50156 0.51489
38 H -1.63217 4.51674 2.42276
39 H -3.38296 3.25978 3.63220
40 H -3.99884 0.97784 2.91074
41 H -2.91893 -0.02382 0.94652
42 C 3.93787 -1.05835 0.86966
43 Si 2.91047 -2.39099 0.11882
44 C 2.11860 -3.62634 1.23275
45 C 3.53521 -3.05424 -1.47931
46 C 1.23558 -1.19875 -0.98859
47 H 4.82671 -1.52984 1.30364
48 H 3.42532 -0.52363 1.66702
49 H 4.28788 -0.34927 0.11805
50 H 2.90555 -4.29093 1.60642
51 H 1.40754 -4.25574 0.69551
52 H 1.62948 -3.17103 2.09290
53 H 4.44010 -3.62232 -1.22665
54 H 3.83015 -2.27686 -2.18323
55 H 2.84548 -3.74775 -1.95918
56 H 0.99100 -2.05836 -1.61868
57 H 1.97842 -0.52957 -1.44063
58 C -0.47476 -1.31463 4.65242
59 P 0.80967 -0.33467 3.90106
60 C 0.42441 1.39196 4.09745
61 C 2.36781 -0.69061 4.68453
62 O 0.92850 -0.69152 2.38577
63 H -0.55104 -1.07014 5.71352
64 H -0.24430 -2.37592 4.55468
65 H -1.43128 -1.10013 4.17425
66 H 0.33977 1.63115 5.15930
67 H -0.52538 1.61341 3.60851
68 H 1.21608 2.00392 3.66366
69 H 2.28391 -0.49476 5.75543
70 H 3.15196 -0.05327 4.27505
71 H 2.63161 -1.73865 4.54138


Computed, not measured: C29H37AsBCl2InN4O5S2 as an isolated structure in a non-equilibrium geometry, with ωB97M-V/def2-TZVPD.

ΔE to the lowest compared entry with this formula, charge and spin: 21.84 kcal per mole
charge: -2

Cartesian coordinates (Å):
1 In 10.52278 9.65038 13.70627
2 O 8.15847 6.41030 14.84769
3 C 9.07006 7.23766 14.13939
4 O 8.56125 8.51524 14.12572
5 C 9.17426 6.57599 12.73829
6 O 10.14789 7.29293 12.01429
7 C 11.48563 6.82167 12.13598
8 C 11.85556 6.03057 13.39307
9 O 12.69235 5.14605 13.31808
10 O 11.22951 6.23536 14.49756
11 H 7.61148 7.01621 15.34655
12 H 8.19067 6.73343 12.30027
13 H 9.44624 5.51291 12.85335
14 H 12.13938 7.71276 12.02116
15 H 11.67571 6.07461 11.29552
16 C 8.74613 10.21620 10.82906
17 N 8.64584 11.34613 11.68004
18 C 7.97527 11.31972 12.86846
19 C 8.23528 12.50495 13.48698
20 N 9.13206 13.18042 12.71480
21 B 9.86698 14.48504 13.23636
22 N 11.01328 13.93697 14.13963
23 C 12.13266 13.40681 13.52229
24 C 12.85546 12.75059 14.45036
25 N 12.19615 12.88326 15.62399
26 C 12.59346 12.11968 16.76713
27 C 11.02911 13.55417 15.43192
28 S 9.93812 13.72839 16.72219
29 C 9.42635 12.44925 11.63512
30 S 10.41534 12.86231 10.33640
31 H 8.62605 10.50260 9.79522
32 H 7.93833 9.53339 11.10562
33 H 9.71194 9.67392 10.91082
34 H 7.44080 10.47531 13.21995
35 H 7.88226 12.91980 14.40356
36 H 9.10174 15.13103 13.85199
37 H 10.30970 15.08165 12.29919
38 H 12.30001 13.66626 12.47935
39 H 13.82159 12.22842 14.39958
40 H 13.64071 11.78982 16.62033
41 H 11.92664 11.25842 16.93052
42 H 12.48355 12.70684 17.66298
43 Cl 14.40347 8.89920 14.97552
44 C 14.90719 7.78388 16.19164
45 Cl 16.62023 8.01518 16.59169
46 H 14.82954 6.78656 15.85847
47 H 14.28968 7.91292 17.05150
48 C 10.43545 7.42347 14.79244
49 C 10.54229 7.72579 16.21772
50 C 11.60512 7.16052 16.97677
51 C 11.84647 7.53088 18.27710
52 C 11.18764 8.59128 18.84085
53 C 10.15010 9.19885 18.10905
54 C 9.77828 8.73964 16.82992
55 H 12.22010 6.36174 16.55077
56 H 12.61882 7.00577 18.87399
57 H 11.39356 8.90507 19.85221
58 H 9.59634 10.00323 18.52329
59 H 9.01239 9.26378 16.27526
60 C 14.79975 11.53521 10.93726
61 As 13.85478 9.89355 11.43306
62 C 12.90176 9.73680 9.71759
63 C 15.17426 8.43714 11.10423
64 C 16.13375 8.68462 10.01943
65 C 15.90925 8.17919 8.72020
66 C 16.82556 8.35881 7.68526
67 C 17.94575 9.14585 7.93736
68 C 18.16227 9.69594 9.18083
69 C 17.28967 9.46600 10.23603
70 H 15.44178 11.32117 10.08495
71 H 15.34317 11.91219 11.81668
72 H 14.06140 12.29229 10.60964
73 H 13.56629 9.89438 8.88148
74 H 12.18300 10.51443 9.67419
75 H 12.36371 8.79452 9.56143
76 H 14.50238 7.62281 10.88175
77 H 15.62910 8.25645 12.07933
78 H 15.06146 7.52827 8.56640
79 H 16.63270 7.99255 6.66497
80 H 18.66873 9.35217 7.14386
81 H 19.05695 10.33656 9.41481
82 H 17.53780 9.83871 11.22898


Computed, not measured: one molecule with the formula C29H37BF3IN2O4S2 in a non-equilibrium geometry, with ωB97M-V/def2-TZVPD.

SMILES string: CB(O)c1c(C[C@H](C)I)c(CCCSC(=S)N2CCOCC2)c2c(c1CCCN)C(=O)C(CCC(F)=C(F)F)=CC2=O

Cartesian coordinates (Å):
1 C -1.94433 -0.19985 2.86046
2 B -1.33849 -0.93313 1.59785
3 O -1.81123 -2.19802 1.27536
4 C -0.17669 -0.22586 0.75879
5 C -0.45049 0.70410 -0.24547
6 C -1.89747 1.05118 -0.52988
7 C -2.51329 2.25876 0.25560
8 C -2.97866 3.37811 -0.67687
9 I -1.15716 3.19455 1.65777
10 C 0.56765 1.33182 -0.98759
11 C 0.25732 2.33146 -2.08252
12 C 0.31652 1.71490 -3.49726
13 C -1.04186 1.20579 -4.02260
14 S -1.13846 -0.57566 -3.64803
15 C -2.88828 -0.98434 -3.64119
16 S -3.75327 -1.05504 -4.99666
17 N -3.41489 -1.26335 -2.33940
18 C -3.82247 -2.67642 -2.19204
19 C -5.17209 -2.81103 -1.51296
20 O -5.25845 -2.01017 -0.35176
21 C -5.07716 -0.63344 -0.62823
22 C -4.51491 -0.34838 -2.01197
23 C 1.89360 1.02613 -0.65661
24 C 2.17825 0.08539 0.35662
25 C 1.16051 -0.56236 1.07167
26 C 1.44324 -1.55742 2.17230
27 C 1.20805 -3.03107 1.79071
28 C 2.13438 -3.57804 0.72468
29 N 1.76751 -4.97029 0.39487
30 C 3.62704 -0.16437 0.62654
31 O 4.10198 -1.23631 0.89849
32 C 4.50211 1.04274 0.50154
33 C 5.61500 1.14484 1.49252
34 C 5.00938 1.25837 2.91544
35 C 5.74563 2.23561 3.79285
36 F 6.65167 3.07262 3.24779
37 C 5.53245 2.30371 5.10969
38 F 6.46627 2.44022 6.03231
39 F 4.32968 2.22762 5.65224
40 C 4.22678 1.92635 -0.45223
41 C 3.05827 1.68852 -1.33130
42 O 3.07652 1.99639 -2.49615
43 H -2.61243 0.61777 2.59221
44 H -1.13304 0.19094 3.47636
45 H -2.50277 -0.89687 3.48773
46 H -2.67688 -2.12344 0.85015
47 H -1.98688 1.26449 -1.58532
48 H -2.46185 0.14721 -0.31411
49 H -3.39399 1.89172 0.77527
50 H -2.16354 4.03456 -0.96631
51 H -3.70378 4.01083 -0.16509
52 H -3.49330 2.98522 -1.55614
53 H -0.69343 2.81990 -1.90369
54 H 1.01700 3.10720 -2.03833
55 H 0.69961 2.44687 -4.20403
56 H 1.03846 0.90206 -3.47703
57 H -1.07098 1.35833 -5.09752
58 H -1.84208 1.76677 -3.54631
59 H -3.92343 -3.17715 -3.15840
60 H -3.07541 -3.24839 -1.63938
61 H -5.30534 -3.84790 -1.21452
62 H -5.98709 -2.57109 -2.20264
63 H -4.42437 -0.24171 0.15529
64 H -6.01434 -0.07317 -0.54617
65 H -5.31817 -0.41637 -2.75414
66 H -4.13418 0.67164 -2.05821
67 H 0.80783 -1.35130 3.03996
68 H 2.45978 -1.46777 2.54298
69 H 0.18695 -3.22582 1.47547
70 H 1.38050 -3.61802 2.69781
71 H 2.14419 -2.97456 -0.18284
72 H 3.16368 -3.56296 1.09071
73 H 2.54374 -5.36273 -0.12591
74 H 1.73544 -5.51312 1.25177
75 H 6.14559 0.19256 1.46720
76 H 6.31075 1.94618 1.27197
77 H 4.95526 0.29352 3.40828
78 H 3.97293 1.60508 2.82320
79 H 4.83539 2.81490 -0.55562


Computed, not measured: a 2-piece molecular cluster, C29H37BN2O4 overall in a non-equilibrium geometry, with ωB97M-V/def2-TZVPD.

Cartesian coordinates (Å):
1 C -1.16525 0.18683 8.05086
2 C -0.22256 -0.40688 7.10017
3 C 0.40754 -1.63310 7.05930
4 C 1.21553 -1.64515 5.87791
5 C 1.02946 -0.42413 5.25965
6 B 1.59853 0.23570 3.92370
7 O 2.26394 1.42864 4.48004
8 C 2.63404 2.20790 3.38316
9 C 2.25091 1.47141 2.04762
10 C 2.62600 2.28906 0.86047
11 C 0.69438 1.25812 2.08454
12 O 0.34240 0.48692 3.19342
13 C 2.92182 0.03511 2.09108
14 O 2.50756 -0.67373 3.23589
15 O 0.15946 0.32876 6.00444
16 H -1.33865 -0.55241 8.84236
17 H -0.74903 1.09614 8.51241
18 H -2.13019 0.41110 7.56934
19 H 0.30690 -2.43281 7.78371
20 H 1.86369 -2.42894 5.49440
21 H 2.11409 3.18386 3.42366
22 H 3.72548 2.37688 3.41686
23 H 2.33766 1.76498 -0.05355
24 H 2.12807 3.26602 0.86693
25 H 3.70255 2.46360 0.87027
26 H 0.18948 2.24209 2.13294
27 H 0.37334 0.73187 1.16797
28 H 2.63084 -0.55856 1.20678
29 H 4.02366 0.10756 2.12125
30 C 10.84599 1.67508 0.06886
31 N 9.84015 2.68053 -0.22952
32 C 10.38120 3.83512 -0.92479
33 C 8.50357 2.32899 -0.39571
34 C 7.46240 3.14951 0.12353
35 C 6.14045 2.80310 -0.03834
36 C 5.78119 1.68840 -0.85204
37 C 4.41377 1.48511 -1.22930
38 C 3.82792 0.46850 -1.98121
39 C 2.67696 0.81514 -2.71681
40 C 2.28410 0.31620 -3.99346
41 C 0.94351 0.46483 -4.47150
42 C 0.56222 -0.05422 -5.69118
43 C 1.48540 -0.79265 -6.47115
44 N 1.07501 -1.41140 -7.65211
45 C 0.95911 -0.67434 -8.89398
46 C 1.10245 -2.84832 -7.81047
47 C 2.82416 -0.88902 -6.02975
48 C 3.23628 -0.28353 -4.85761
49 C 6.81108 0.85488 -1.34899
50 C 8.14022 1.15645 -1.10617
51 H 10.48341 0.94450 0.80016
52 H 11.18965 1.15547 -0.83474
53 H 11.71929 2.17681 0.49484
54 H 9.62719 4.61853 -1.05019
55 H 11.22018 4.22558 -0.34263
56 H 10.77874 3.53773 -1.90965
57 H 7.73358 4.02280 0.71214
58 H 5.36977 3.39404 0.46176
59 H 3.90013 2.44738 -1.31410
60 H 4.26189 -0.53858 -1.95945
61 H 2.05907 1.64423 -2.35240
62 H 0.21333 0.98457 -3.84410
63 H -0.46863 0.01521 -6.04096
64 H 0.89276 0.39907 -8.68501
65 H 1.81210 -0.86068 -9.56924
66 H 0.07363 -0.99715 -9.45988
67 H 1.03334 -3.34856 -6.83520
68 H 0.24515 -3.13995 -8.43299
69 H 2.01785 -3.17429 -8.32861
70 H 3.52764 -1.45041 -6.63742
71 H 4.28686 -0.25434 -4.54856
72 H 6.53684 -0.02764 -1.93433
73 H 8.90521 0.47681 -1.49959


Computed, not measured: C29H37BO3 as an isolated structure in a non-equilibrium geometry, with ωB97M-V/def2-TZVPD.

ΔE to the lowest compared entry with this formula, charge and spin: 97.07 kcal per mole

Cartesian coordinates (Å):
1 C -1.98548 4.09622 3.82887
2 O -1.07931 3.27074 3.05641
3 C -1.07259 3.48966 1.69364
4 C 0.27669 3.71632 1.10167
5 C 0.31214 4.25107 -0.19884
6 C 1.51895 4.64678 -0.74880
7 C 2.69642 4.56803 0.00427
8 C 3.97594 5.04966 -0.60674
9 C 2.64921 4.03947 1.30102
10 C 1.45370 3.59146 1.84765
11 H -1.66390 4.00994 4.86955
12 H -1.96325 5.16130 3.53180
13 H -3.02985 3.74941 3.73032
14 H -1.66132 4.41699 1.48243
15 H -0.61593 4.36995 -0.76292
16 H 1.55795 5.02903 -1.77158
17 H 4.79065 5.02040 0.12579
18 H 4.26124 4.41078 -1.45093
19 H 3.86720 6.07133 -0.99448
20 H 3.56971 3.97636 1.88265
21 H 1.40350 3.16997 2.85373
22 C -5.79689 1.62784 -0.18398
23 C -4.47385 1.30666 -0.85522
24 C -4.21543 2.27550 -1.99762
25 C -3.22929 1.27996 0.14025
26 C -2.60927 2.61028 0.26319
27 C -3.57700 0.77654 1.53938
28 O -2.30650 0.41799 -0.51008
29 B -3.15863 -0.49752 -1.22303
30 C -2.57296 -0.83834 -2.72417
31 C -3.45119 -1.05388 -3.79061
32 C -2.95791 -1.18132 -5.10093
33 C -1.58526 -1.07514 -5.35209
34 C -0.70504 -0.89767 -4.27875
35 C -1.20058 -0.76248 -2.97185
36 C -3.09679 -1.81263 0.10863
37 C -2.27544 -2.90334 -0.50997
38 C -4.51128 -2.21148 0.39544
39 C -4.99054 -2.46622 1.70015
40 C -6.33758 -2.79140 1.91429
41 C -7.22084 -2.87871 0.83909
42 C -6.74524 -2.69836 -0.46539
43 C -5.39642 -2.41413 -0.68086
44 O -4.49448 -0.00687 -1.36234
45 H -5.69953 2.58119 0.35124
46 H -6.56919 1.74788 -0.95153
47 H -6.10896 0.83949 0.51304
48 H -4.26506 3.30532 -1.63582
49 H -3.23408 2.09900 -2.45431
50 H -4.98604 2.15481 -2.76305
51 H -3.32912 3.32998 0.65968
52 H -1.66665 2.55296 1.04522
53 H -2.22138 2.96750 -0.69641
54 H -4.06219 1.57326 2.11492
55 H -4.26420 -0.07580 1.50257
56 H -2.66679 0.46579 2.07123
57 H -4.53040 -1.08913 -3.62194
58 H -3.66221 -1.34940 -5.91690
59 H -1.20217 -1.16779 -6.37058
60 H 0.37062 -0.84794 -4.44488
61 H -0.51115 -0.57715 -2.14607
62 H -2.59379 -1.40838 0.98662
63 H -1.24290 -2.56740 -0.65222
64 H -2.24095 -3.79360 0.13898
65 H -2.67616 -3.20415 -1.49241
66 H -4.29270 -2.39534 2.54273
67 H -6.68018 -2.96336 2.93794
68 H -8.27175 -3.11932 1.00665
69 H -7.40971 -2.77256 -1.32646
70 H -5.02772 -2.35533 -1.70669


no.,orbital gap (eV),HOMO level (eV)
1,7.80,-7.58
2,6.29,-16.46
3,5.28,-1.46
4,7.65,-8.55
5,2.03,-5.36
6,4.03,-6.24